108
Properties=species:S:1:pos:R:3:forces:R:3 method="wB97M-V/def2-TZVPD" lumo_ha=0.072 energy_ev=-67074.4247 total_charge=-1 multiplicity=1 homo_ev=-4.581
C 6.462168 -0.687262 1.087923 0.4 -0.1 0.1
C 5.717455 0.140564 0.650225 -0.1 -0.4 0.2
C 4.819707 1.138060 0.130022 0.0 0.6 -0.3
C 4.342880 2.183587 1.167883 0.0 0.0 -0.1
C 2.857179 2.146977 1.544075 -0.2 -0.4 -1.0
Nb 1.898039 0.222965 2.098935 0.9 -1.1 0.6
C 0.705432 -1.590512 2.107805 -1.7 1.9 -1.5
C 1.258305 -2.637875 1.523509 0.8 -0.4 -0.2
S -0.390895 1.496294 1.906255 -0.2 0.7 0.9
C -1.209156 1.024363 0.403249 -0.1 -0.4 0.0
O -0.195597 2.952060 1.816953 0.1 0.6 -0.4
O -1.330084 1.142535 2.984281 -0.4 -0.5 0.1
H 7.142060 -1.379147 1.511238 0.0 -0.1 0.0
H 5.393659 1.660107 -0.639371 -0.1 0.1 -0.2
H 3.976162 0.671744 -0.375722 -0.1 -0.1 0.1
H 4.984787 2.133464 2.043182 0.0 -0.1 0.2
H 4.529403 3.155318 0.709356 0.1 0.2 0.1
H 2.713059 2.707518 2.473730 -0.2 -0.1 0.3
H 2.314843 2.695535 0.779456 -0.3 0.1 0.0
H 1.901371 -0.063443 0.265944 0.0 -0.2 0.1
H 3.446240 -0.676155 2.367666 0.3 0.3 0.3
H 1.797560 0.468290 3.947938 -0.1 -0.1 0.2
H -0.220630 -1.634492 2.675896 0.6 -0.2 1.2
H 1.384799 -3.591438 2.030037 -0.6 -0.3 -0.2
H 1.652680 -2.532430 0.519888 0.7 0.0 0.1
H -1.496305 -0.015680 0.503252 0.1 -0.2 -0.1
H -0.534178 1.157595 -0.433714 0.1 0.1 -0.2
H -2.110526 1.623693 0.315855 0.0 0.2 0.0
C -1.877485 -5.178656 -1.986899 0.0 0.2 0.0
C -1.788678 -4.175794 -0.854985 0.0 0.0 0.0
O -1.122876 -3.176807 -0.969447 0.0 0.0 0.0
C -2.573113 -4.465387 0.401247 0.1 0.1 0.0
H -1.267937 -4.804969 -2.805576 0.0 -0.1 -0.1
H -1.520216 -6.165189 -1.686263 -0.1 0.0 0.1
H -2.913364 -5.265778 -2.321026 0.0 -0.1 0.0
H -2.246366 -5.409761 0.841126 0.0 0.0 0.0
H -3.636011 -4.547423 0.165541 0.0 -0.1 0.0
H -2.418666 -3.660274 1.114965 0.0 0.0 0.0
C 1.896983 -3.167658 6.299944 -0.3 0.1 -0.1
C 1.686394 -4.329114 5.359906 0.2 0.0 0.0
O 0.642712 -4.519980 4.784531 -0.1 0.0 0.0
C 2.868831 -5.256218 5.173350 -0.1 0.0 -0.1
H 0.995507 -2.562066 6.344839 0.0 0.0 0.0
H 2.132752 -3.531724 7.302272 0.1 0.0 0.0
H 2.720163 -2.544406 5.947074 0.0 0.0 0.0
H 3.160840 -5.690190 6.131633 0.0 0.1 0.0
H 3.719485 -4.697835 4.778882 0.0 0.0 0.1
H 2.603866 -6.050600 4.480120 0.0 0.0 0.0
C -1.104077 -2.420977 -5.881712 -0.1 -0.2 0.0
C -2.422032 -2.432136 -5.147111 0.0 0.1 0.1
O -3.186166 -3.368064 -5.223741 0.0 -0.1 0.0
C -2.740665 -1.219050 -4.308358 -0.1 -0.1 0.0
H -0.993160 -3.344324 -6.445722 0.0 0.0 0.0
H -1.070185 -1.571240 -6.567098 0.1 0.1 0.1
H -0.274885 -2.327605 -5.179427 0.0 0.1 0.0
H -2.762210 -0.324349 -4.934275 0.1 0.0 0.0
H -1.979358 -1.081887 -3.537640 0.0 0.0 0.0
H -3.707701 -1.349740 -3.829659 0.0 0.0 0.0
C -2.998300 4.455326 0.974933 -0.1 0.0 -0.6
C -4.210926 5.344230 0.988517 0.1 -0.1 0.4
O -4.761851 5.747153 -0.012243 0.0 0.0 0.0
C -4.682316 5.698967 2.377914 -0.2 0.2 -0.2
H -2.713337 4.235250 -0.052051 0.1 0.0 0.0
H -2.155220 4.930068 1.476281 0.0 -0.1 0.1
H -3.204269 3.518070 1.494620 0.1 0.0 0.1
H -3.871841 6.192192 2.913701 0.0 -0.1 0.1
H -4.937156 4.793945 2.929215 0.1 0.0 0.1
H -5.547213 6.358154 2.346566 0.0 0.0 0.0
C 5.356792 0.091217 -4.164825 -0.1 0.0 0.0
C 4.585985 -0.661966 -3.098222 0.2 -0.2 0.0
O 3.570228 -0.229823 -2.619815 -0.1 0.2 -0.2
C 5.167528 -1.983577 -2.656131 -0.1 0.0 0.0
H 4.844992 1.023350 -4.389784 0.0 0.0 0.0
H 6.367276 0.308828 -3.814602 0.0 -0.1 0.0
H 5.435730 -0.515894 -5.069875 0.0 0.0 0.0
H 6.170390 -1.836744 -2.249899 0.0 0.0 0.0
H 5.233960 -2.666134 -3.506391 0.1 0.0 0.0
H 4.529732 -2.414982 -1.889638 0.0 0.0 0.0
C -5.962186 -1.084877 0.078690 0.1 -0.1 0.0
C -4.832642 -0.288176 -0.537020 -0.1 0.1 0.1
O -3.725137 -0.747816 -0.659213 0.0 -0.2 -0.1
C -5.161955 1.119083 -0.981647 0.1 0.0 0.0
H -5.598821 -2.070114 0.359771 0.0 0.0 0.0
H -6.342099 -0.572704 0.964196 0.0 0.0 0.0
H -6.782854 -1.187055 -0.634048 0.0 0.1 0.0
H -5.514011 1.710455 -0.134460 -0.1 0.0 0.0
H -5.952895 1.102411 -1.734191 0.0 0.0 0.0
H -4.273657 1.586394 -1.398843 0.0 0.0 0.0
C 1.918171 0.491904 -6.585969 -0.1 -0.1 0.1
C 2.300974 -0.965684 -6.686948 0.0 0.1 0.0
O 2.067067 -1.741970 -5.793271 0.1 -0.1 -0.1
C 2.983871 -1.402914 -7.964755 0.0 -0.1 0.1
H 1.443858 0.676719 -5.625281 0.0 0.0 0.0
H 2.804118 1.120601 -6.677138 0.0 0.0 -0.1
H 1.231967 0.756661 -7.393520 0.1 0.0 0.0
H 3.911587 -0.844660 -8.105867 0.0 0.0 0.0
H 2.337821 -1.204673 -8.821757 0.0 0.1 0.0
H 3.204049 -2.466415 -7.915152 0.0 0.0 0.0
C -2.613004 6.854208 6.865098 -0.1 0.0 0.0
C -3.094104 5.804671 5.886698 0.2 -0.2 -0.1
O -4.249880 5.752658 5.534649 -0.1 0.1 0.1
C -2.060368 4.833640 5.370561 -0.2 0.0 -0.1
H -3.444636 7.489791 7.159232 0.0 0.0 0.0
H -2.189642 6.374531 7.749113 0.1 0.0 0.0
H -1.832801 7.463368 6.405701 0.1 0.0 0.0
H -1.615121 4.280817 6.199539 0.1 0.0 0.0
H -1.258338 5.368780 4.858573 0.1 0.0 0.0
H -2.512296 4.129674 4.676738 0.0 0.0 0.0

---

120
Properties=species:S:1:pos:R:3:forces:R:3 method="wB97M-V/def2-TZVPD" lumo_ha=0.014 energy_ev=-83362.1856 e_above_lowest_kj_mol=129.5 total_charge=0 multiplicity=1 homo_ev=-10.615
C -13.803145 24.876789 6.851064 -0.1 -1.2 0.4
C -14.351156 23.866234 5.840658 1.2 0.3 0.7
O -15.701258 23.524830 6.139661 -0.4 0.4 -1.2
C -16.019621 22.644604 7.066852 -0.1 0.0 1.3
O -15.317308 22.211087 7.947568 0.4 -0.3 -0.4
O -17.319789 22.395757 6.956556 -0.3 0.1 -0.9
C -17.903000 21.339033 7.718180 0.6 0.0 0.2
H -12.788064 25.182193 6.602312 -0.1 0.2 -0.2
H -13.719445 24.318690 7.786562 -0.1 0.3 0.2
H -14.494418 25.707170 6.971309 0.2 0.2 -0.1
H -13.737276 22.963692 5.840570 0.0 -0.1 0.1
H -14.272835 24.307861 4.848495 -0.8 -0.2 -0.2
H -17.332685 20.416903 7.602219 0.0 0.0 0.0
H -18.893759 21.206056 7.298630 -0.1 0.1 0.2
H -17.915266 21.626669 8.768227 -0.2 -0.1 0.0
C -10.030929 17.151429 3.661321 -0.2 -0.4 0.1
C -10.114895 16.753249 2.194340 -0.2 0.3 0.4
O -8.908688 17.172772 1.553541 0.3 0.4 0.8
C -8.562323 16.597281 0.430794 0.7 -0.5 -1.1
O -9.229098 15.876268 -0.265572 -0.3 -0.1 0.3
O -7.285839 16.929802 0.150574 -0.4 0.2 0.3
C -6.741815 16.299579 -0.999078 0.0 -0.1 -0.6
H -9.401780 16.433009 4.186851 0.1 0.1 0.1
H -11.026180 17.072111 4.103800 0.0 0.0 0.0
H -9.655078 18.151455 3.869494 0.0 0.1 -0.3
H -10.955441 17.221276 1.681369 0.0 -0.1 0.0
H -10.207248 15.668154 2.160527 -0.1 0.0 -0.4
H -6.466166 15.266987 -0.784476 0.1 0.1 0.1
H -5.879562 16.888021 -1.302744 0.1 -0.1 0.2
H -7.439862 16.283057 -1.835995 -0.2 0.1 0.2
C -8.571333 18.911481 17.328325 -0.1 1.6 1.7
C -9.447898 17.958980 16.583725 -0.1 -0.6 0.1
O -9.726270 18.539122 15.305193 0.5 0.8 0.0
C -10.224783 17.779101 14.348100 0.3 -0.5 0.2
O -10.345918 16.585610 14.410927 -0.4 -0.4 -0.1
O -10.506678 18.557338 13.315928 -0.2 0.5 0.1
C -11.310517 18.029783 12.278155 -0.2 -0.3 -0.9
H -9.102526 19.839635 17.583288 0.0 0.1 -0.9
H -7.612915 19.178759 16.889408 -0.2 -0.2 -0.5
H -8.343389 18.680639 18.376991 0.0 -1.1 -0.3
H -10.425563 17.819901 17.045389 0.1 0.0 0.4
H -8.978375 16.977746 16.511327 -0.1 0.0 -0.4
H -10.981949 18.513333 11.359259 0.1 -0.1 0.0
H -12.368228 18.271462 12.397920 0.1 0.2 0.4
H -11.214895 16.948133 12.184371 0.2 0.1 0.1
C -7.007964 26.803437 11.820933 -1.5 0.4 0.4
C -7.794940 26.376512 10.589940 1.8 -0.6 -1.2
O -9.125508 26.839794 10.452096 0.0 0.4 0.0
C -10.113473 26.022759 10.764280 -0.8 -0.3 1.1
O -10.053571 24.991912 11.382274 0.5 -0.3 -0.2
O -11.254450 26.585120 10.383842 0.2 0.8 -0.7
C -12.464261 25.981212 10.780221 -0.5 -1.1 -0.1
H -7.626624 26.602459 12.700420 0.2 -0.2 0.1
H -6.849770 27.882106 11.813225 0.2 0.0 -0.1
H -6.064345 26.277308 11.918677 0.0 -0.1 -0.2
H -7.713412 25.300982 10.417063 -0.5 -0.1 0.4
H -7.287170 26.784868 9.709818 -0.1 0.2 0.1
H -12.765798 25.171670 10.104990 0.3 0.1 -0.2
H -13.249187 26.727058 10.704091 0.2 0.2 0.4
H -12.366324 25.503372 11.754534 -0.1 0.4 0.2
C -10.771815 23.257231 1.818265 0.6 0.5 0.0
C -11.076061 22.923889 0.372730 -0.2 0.6 -0.4
O -10.015786 22.124028 -0.161849 0.5 -0.3 1.2
C -9.811984 22.143908 -1.458873 -0.2 -0.4 -0.5
O -10.471744 22.741656 -2.265186 -0.1 0.4 -0.3
O -8.781962 21.348492 -1.748058 0.5 0.2 0.2
C -8.371354 21.413101 -3.132222 -1.2 -0.6 0.4
H -9.772649 23.702131 1.814306 0.2 -0.3 0.1
H -10.791909 22.450293 2.545768 -0.1 -0.2 -0.2
H -11.365527 24.093986 2.188685 -0.5 -0.3 -0.2
H -11.096436 23.868243 -0.173417 -0.1 -0.1 -0.1
H -12.011581 22.415778 0.145598 -0.1 -0.1 0.4
H -9.171886 20.930705 -3.697614 0.1 0.3 -0.3
H -7.496307 20.782211 -3.226257 0.3 0.4 0.1
H -8.291825 22.458551 -3.411201 0.4 -0.1 -0.3
C -12.024154 20.360454 4.600429 -0.7 0.2 0.8
C -10.852089 20.911647 5.403603 0.7 -1.3 -1.6
O -11.148773 21.674601 6.546001 -0.3 0.6 -1.1
C -11.250191 21.104504 7.725892 0.2 -0.2 1.4
O -10.981953 19.969074 8.022472 -0.3 -0.1 -0.2
O -11.625816 22.070342 8.563199 -0.3 0.3 -0.1
C -11.881094 21.777741 9.942305 0.4 -1.0 -0.2
H -12.581071 21.187884 4.157993 -0.1 -0.2 -0.2
H -12.716840 19.762621 5.199522 0.0 0.2 0.2
H -11.661923 19.666541 3.843412 0.2 0.3 -0.2
H -10.308874 21.542696 4.699066 0.1 0.4 0.4
H -10.177131 20.070643 5.572854 0.0 0.1 0.8
H -11.697735 22.711560 10.460239 -0.2 -0.1 0.2
H -11.218001 20.981207 10.283170 0.3 0.3 0.0
H -12.877542 21.356343 10.077521 -0.2 0.5 -0.1
C -15.262924 18.458569 7.353103 -0.7 0.8 -0.3
C -14.762142 18.852954 8.724027 0.4 0.2 -0.6
O -14.520673 17.639076 9.441093 0.0 -0.7 -0.6
C -14.705204 17.605746 10.736109 0.2 1.1 1.0
O -14.937929 18.562862 11.442449 -0.1 -0.1 -0.2
O -14.527842 16.367449 11.174134 -0.3 -1.0 -0.4
C -14.369646 16.187719 12.571011 1.0 0.3 0.9
H -16.293680 18.111857 7.425679 0.2 -0.5 -0.2
H -14.623213 17.779558 6.793311 0.0 -0.3 0.4
H -15.335288 19.342793 6.709325 0.1 0.2 0.3
H -15.467255 19.478806 9.266924 0.0 0.0 0.0
H -13.822341 19.396355 8.598910 0.1 -0.1 0.4
H -14.739868 17.048557 13.122137 -0.1 0.0 0.0
H -13.297061 16.092830 12.750021 0.0 0.1 0.1
H -14.784925 15.271177 12.982576 -0.6 -0.1 -0.7
C -16.197339 21.080056 3.565626 -0.4 -0.3 -0.5
C -16.338313 19.564353 3.608605 0.5 0.5 0.6
O -17.722578 19.255845 3.404833 0.0 -0.3 -0.3
C -18.278832 18.384543 4.243254 0.1 0.3 0.9
O -17.810583 18.013198 5.291523 0.0 -0.3 -0.1
O -19.475413 18.075309 3.787884 -0.3 0.0 -0.8
C -20.275544 17.144201 4.501752 -0.3 0.0 0.3
H -16.866158 21.572758 4.271383 0.0 -0.2 0.1
H -16.513243 21.376565 2.563435 0.2 0.4 0.1
H -15.183371 21.420299 3.769584 0.1 -0.1 -0.1
H -15.983840 19.162031 4.557197 -0.3 -0.1 0.0
H -15.764510 19.075396 2.821243 -0.1 0.1 -0.1
H -20.336872 17.390603 5.560855 0.1 0.1 0.0
H -19.918115 16.121793 4.395279 0.2 0.1 -0.1
H -21.260987 17.241621 4.054963 0.0 -0.1 0.0